1.
C3H7N3S | ωB97M-V/def2-TZVPD

Multiplicity = 1
Gap between HOMO and LUMO (alpha / beta) = 8.44 / 8.44 eV
M = 117.18 g mol⁻¹
E_LUMO (alpha / beta) = 0.47 / 0.47 eV
Relative energy (zero: lowest compared OMol25 entry of this formula, charge and spin) = 96.93 kcal/mol

The geometry in XYZ format:
```
14
C3H7N3S (ωB97M-V/def2-TZVPD)
C 2.73 0.29 0.46
C 0.20 -0.04 -0.60
C -1.49 1.19 0.68
N 2.42 -0.05 1.58
N -0.71 -1.07 1.11
N -0.65 0.00 0.38
S 3.52 0.74 -0.83
H 0.59 0.71 -1.29
H 0.44 -1.01 -0.96
H -2.57 1.02 0.59
H -1.23 1.44 1.79
H -1.05 1.90 0.06
H 1.76 -0.59 1.96
H -1.63 -1.19 1.69
```

These are the Mulliken partial charges, in e, on atoms 1 to 2: atom 1 (C): 0.42, atom 2 (C): -0.67

---

2.
C4H10N | ωB97M-V/def2-TZVPD

Multiplicity = 1
SMILES = CC/C=C/[NH3+]
Gap between HOMO and LUMO = 10.52 eV
M = 72.13 g mol⁻¹
Net charge = +1
E_LUMO = -4.03 eV
Relative energy (zero: lowest compared OMol25 entry of this formula, charge and spin) = 54.40 kcal/mol

The geometry in XYZ format:
```
15
C4H10N (ωB97M-V/def2-TZVPD)
C 0.66 1.82 0.81
C 1.42 0.54 0.52
C 0.60 -0.55 -0.16
C -0.76 -0.40 -0.20
N -1.62 -1.37 -0.89
H 0.28 2.22 -0.23
H -0.06 1.76 1.59
H 1.45 2.49 1.07
H 2.36 0.69 -0.10
H 1.95 0.00 1.36
H 1.10 -1.16 -0.94
H -1.35 0.15 0.54
H -1.51 -2.39 -0.50
H -1.91 -1.25 -1.86
H -2.50 -1.36 -0.48
```

These are the Mulliken partial charges, in e, on atoms 1 to 2: atom 1 (C): -1.27, atom 2 (C): -0.30

---

3.
C30H55F12N10P2 | ωB97M-V/def2-TZVPD

Multiplicity = 2
<S²> = 0.76
Gap between HOMO and LUMO (alpha / beta) = 2.26 / 5.79 eV
M = 845.76 g mol⁻¹
Net charge = +2
E_LUMO (alpha / beta) = -5.04 / -5.04 eV

The geometry in XYZ format:
```
109
C30H55F12N10P2 (ωB97M-V/def2-TZVPD)
C 1.22 5.30 3.73
C 0.31 4.26 3.05
N -0.95 4.79 2.79
C -2.11 4.01 2.75
C -3.15 4.94 2.48
N -2.61 6.15 2.21
C -1.27 6.06 2.34
C -3.33 7.24 1.71
H 2.14 4.78 4.02
H 0.82 5.76 4.63
H 1.48 6.20 3.17
H 0.32 3.35 3.65
H 0.68 3.92 2.08
H -2.08 2.93 2.87
H -4.22 4.85 2.44
H -0.62 6.92 2.31
H -3.01 7.46 0.70
H -3.30 8.06 2.43
H -4.39 6.99 1.60
C 0.11 -2.94 -0.36
C 0.99 -3.96 -1.04
N 1.38 -3.63 -2.37
C 0.60 -3.35 -3.52
C 1.37 -3.05 -4.61
N 2.72 -3.22 -4.17
C 2.71 -3.44 -2.78
C 3.85 -3.14 -5.01
H -0.39 -3.39 0.49
H -0.71 -2.67 -1.03
H 0.58 -1.97 -0.17
H 0.42 -4.89 -0.99
H 1.87 -4.07 -0.40
H -0.46 -3.29 -3.33
H 1.20 -2.77 -5.64
H 3.57 -3.48 -2.13
H 3.59 -3.65 -5.94
H 4.64 -3.73 -4.53
H 4.24 -2.12 -5.02
C -2.58 -1.04 -3.47
C -2.71 -0.54 -2.07
N -2.19 0.79 -1.88
C -2.95 1.97 -1.59
C -2.04 2.98 -1.42
N -0.78 2.55 -1.74
C -0.90 1.19 -1.92
C 0.46 3.36 -1.60
H -3.13 -0.44 -4.19
H -3.00 -2.04 -3.64
H -1.57 -0.96 -3.88
H -2.31 -1.21 -1.31
H -3.77 -0.40 -1.86
H -4.00 1.99 -1.34
H -2.14 4.00 -1.08
H -0.01 0.58 -2.01
H 0.77 3.84 -2.53
H 1.28 2.66 -1.42
H 0.27 4.04 -0.76
C -2.43 -2.31 3.21
C -3.12 -2.46 1.87
N -3.94 -1.36 1.47
C -5.15 -1.54 0.81
C -5.71 -0.39 0.41
N -4.94 0.64 0.94
C -3.88 0.03 1.59
C -5.39 2.00 0.95
H -2.04 -3.30 3.46
H -3.18 -2.10 3.97
H -1.57 -1.64 3.30
H -3.76 -3.34 1.97
H -2.39 -2.64 1.08
H -5.50 -2.55 0.63
H -6.65 -0.13 -0.05
H -3.12 0.52 2.18
H -6.23 2.12 0.27
H -4.49 2.54 0.64
H -5.75 2.32 1.93
C 2.71 -4.63 2.83
C 3.57 -3.41 3.04
N 4.09 -2.88 1.78
C 3.51 -1.90 1.04
C 4.32 -1.44 0.03
N 5.30 -2.43 -0.11
C 5.10 -3.39 0.92
C 6.42 -2.42 -1.08
H 3.05 -5.29 2.03
H 1.74 -4.24 2.51
H 2.42 -5.18 3.72
H 4.49 -3.62 3.58
H 3.02 -2.62 3.55
H 2.59 -1.50 1.45
H 4.25 -0.55 -0.57
H 5.67 -4.28 1.12
H 6.30 -2.99 -2.00
H 7.29 -2.83 -0.57
H 6.68 -1.42 -1.43
P 0.18 0.39 1.89
F -0.99 -0.17 0.85
F -0.19 1.87 1.24
F -0.98 0.67 3.03
F 1.25 1.08 2.90
F 0.50 -1.11 2.39
F 1.28 0.28 0.69
P 2.67 0.41 -3.45
F 3.91 1.42 -3.59
F 2.78 0.37 -5.11
F 3.66 -0.81 -3.18
F 1.40 -0.70 -3.33
F 2.65 0.64 -1.81
F 1.69 1.69 -3.71
```

These are the Mulliken partial charges, in e, on atoms 1 to 2: atom 1 (C): -1.57, atom 2 (C): 0.04

---

4.
C10H9NO2 | ωB97M-V/def2-TZVPD

Multiplicity = 1
Gap between HOMO and LUMO (alpha / beta) = 6.98 / 7.25 eV
M = 175.19 g mol⁻¹
E_LUMO (alpha / beta) = -0.04 / 0.38 eV
Relative energy (zero: lowest compared OMol25 entry of this formula, charge and spin) = 97.81 kcal/mol

The geometry in XYZ format:
```
22
C10H9NO2 (ωB97M-V/def2-TZVPD)
C -0.68 -1.44 2.55
C 0.65 -1.10 2.50
C -1.48 -1.18 1.45
C 1.23 -0.61 1.39
C -0.95 -0.55 0.33
C 0.47 -0.25 0.18
C -0.54 1.86 -1.98
C -2.61 2.53 -0.90
C 1.08 0.19 -1.01
C 2.27 -0.41 -1.69
N -1.55 2.04 -1.08
O -3.63 3.00 -0.56
O 0.46 1.00 -1.91
H -1.14 -1.89 3.44
H 1.28 -1.34 3.32
H -2.52 -1.49 1.36
H 2.26 -0.50 1.47
H -1.82 -0.32 -0.32
H -0.56 2.30 -2.95
H 2.39 -1.52 -1.71
H 3.21 -0.19 -1.16
H 2.16 -0.10 -2.72
```

These are the Mulliken partial charges, in e, on atoms 1 to 2: atom 1 (C): -0.31, atom 2 (C): -0.66

---

5.
C23H41CeN2P3Se | ωB97M-V/def2-TZVPD

Multiplicity = 2
<S²> = 0.75
Gap between HOMO and LUMO (alpha / beta) = 7.14 / 7.22 eV
M = 657.59 g mol⁻¹
Net charge = +3
E_LUMO (alpha / beta) = -9.82 / -9.73 eV
Relative energy (zero: lowest compared OMol25 entry of this formula, charge and spin) = 0.00 kcal/mol

The geometry in XYZ format:
```
71
C23H41CeN2P3Se (ωB97M-V/def2-TZVPD)
Ce 0.15 -0.33 -0.52
P -1.15 -1.98 1.63
P -2.57 0.05 -1.27
P -0.72 1.61 1.70
H 3.30 0.83 -0.48
C 2.91 1.05 0.52
C 3.01 0.11 1.48
H 3.67 -0.74 1.29
C -1.10 -3.81 1.46
C -2.89 -1.91 2.25
C -0.21 -1.80 3.20
C -2.86 1.29 -2.58
C -3.12 -1.50 -2.08
C -4.03 0.39 -0.23
C 0.55 2.06 2.95
C -2.16 1.47 2.83
C -1.14 3.25 0.97
H 2.49 2.06 0.62
H 2.43 0.03 2.39
H -0.07 -4.18 1.52
H -1.51 -4.10 0.49
H -1.71 -4.26 2.26
H -3.58 -2.09 1.43
H -3.13 -0.95 2.71
H -3.03 -2.70 3.01
H 0.83 -2.12 3.05
H -0.69 -2.44 3.96
H -0.20 -0.76 3.55
H -3.84 1.09 -3.03
H -2.08 1.21 -3.34
H -2.85 2.29 -2.15
H -4.13 -1.34 -2.48
H -3.13 -2.33 -1.35
H -2.44 -1.75 -2.90
H -4.92 0.32 -0.86
H -3.97 1.40 0.19
H -4.13 -0.33 0.59
H 0.28 3.03 3.39
H 1.54 2.10 2.49
H 0.58 1.30 3.75
H -2.32 2.43 3.34
H -2.00 0.70 3.59
H -3.07 1.22 2.27
H -1.12 4.01 1.77
H -2.15 3.21 0.52
H -0.42 3.50 0.18
C 2.42 3.21 -2.47
C 3.77 3.08 -2.12
C 4.70 4.07 -2.50
C 4.25 5.19 -3.21
C 2.89 5.36 -3.52
C 1.98 4.37 -3.13
Se 0.92 1.87 -2.03
H 1.56 0.53 -2.47
H 4.11 2.22 -1.55
H 5.76 3.97 -2.24
H 4.96 5.95 -3.53
H 2.54 6.25 -4.05
H 0.93 4.51 -3.34
N -0.79 -6.28 -2.64
C -0.04 -5.57 -2.08
C 0.85 -4.69 -1.36
C 1.78 -5.23 -0.46
C 2.45 -4.37 0.39
C 2.12 -3.02 0.40
N 1.30 -2.48 -0.54
C 0.66 -3.31 -1.41
H 1.91 -6.30 -0.41
H 3.22 -4.73 1.07
H 2.48 -2.35 1.19
H -0.04 -2.84 -2.12
```

These are the Mulliken partial charges, in e, on atoms 1 to 2: atom 1 (Ce): 0.05, atom 2 (P): 0.97

---

6.
C5H14N2O | ωB97M-V/def2-TZVPD

Multiplicity = 1
Gap between HOMO and LUMO = 8.77 eV
M = 118.18 g mol⁻¹
E_LUMO = 0.94 eV
Relative energy (zero: lowest compared OMol25 entry of this formula, charge and spin) = 85.21 kcal/mol

The geometry in XYZ format:
```
22
C5H14N2O (ωB97M-V/def2-TZVPD)
C 1.23 0.93 1.38
C 0.18 1.82 1.11
N 2.48 1.07 0.80
H 3.06 0.24 0.84
H 2.45 1.43 -0.15
H 1.22 0.33 2.28
H 0.55 -0.46 0.32
H -0.63 1.16 0.07
H 0.43 2.72 0.57
H -0.52 1.99 1.92
C -2.28 -0.25 -0.12
C -0.18 -2.12 -0.90
C 0.03 -0.62 -0.72
O 1.03 -0.16 -1.62
N -1.07 0.23 -0.76
H 0.54 0.26 -2.34
H -3.02 0.55 -0.13
H -2.12 -0.54 0.94
H -2.71 -1.11 -0.64
H -0.77 -2.54 -0.08
H 0.79 -2.63 -0.92
H -0.69 -2.32 -1.84
```

These are the Mulliken partial charges, in e, on atoms 1 to 2: atom 1 (C): -0.13, atom 2 (C): -0.93